[1]
93
Properties=species:S:1:pos:R:3 method="wB97M-V/def2-TZVPD" homo_energy_ev="-6.90 / -6.98" total_energy_ha=-3558.6042 total_charge=0 largest_force_ev_per_a=0.1 de_lowest_kcal_mol=0.0 spin_multiplicity=3
V 1.381 1.539 0.137
O -0.507 1.332 0.732
C -1.495 2.179 0.667
C -2.809 1.719 0.446
C -3.866 2.599 0.383
C -3.679 3.974 0.557
C -2.408 4.438 0.810
C -1.313 3.567 0.857
C -0.020 4.085 1.221
N 1.086 3.453 1.145
C 2.275 4.089 1.694
C 3.035 2.974 2.380
N 3.199 1.945 1.361
C 4.357 1.411 1.233
C 4.721 0.490 0.194
C 5.895 -0.269 0.310
C 6.275 -1.140 -0.682
C 5.489 -1.220 -1.843
C 4.363 -0.449 -2.006
C 3.933 0.433 -0.984
O 2.884 1.166 -1.144
H -2.959 0.655 0.309
H -4.864 2.217 0.198
H -4.517 4.655 0.507
H -2.238 5.496 0.974
H -0.014 5.099 1.634
H 2.022 4.901 2.381
H 2.878 4.488 0.873
H 2.430 2.574 3.197
H 3.999 3.311 2.772
H 5.141 1.686 1.944
H 6.493 -0.171 1.210
H 7.169 -1.740 -0.582
H 5.784 -1.896 -2.637
H 3.772 -0.495 -2.912
C -5.334 -3.668 -0.260
O -5.043 -2.312 -0.537
C -4.462 -2.031 -1.738
C -4.251 -0.679 -2.008
C -3.641 -0.284 -3.180
C -3.249 -1.243 -4.114
C -3.520 -2.578 -3.872
C -4.101 -2.987 -2.677
N -2.696 -0.927 -5.406
N -1.783 -0.104 -5.563
C -1.117 0.525 -4.459
C -1.006 1.894 -4.500
C -0.414 2.627 -3.468
C 0.127 1.987 -2.359
O 0.684 2.622 -1.373
C 0.073 0.550 -2.342
N 0.639 -0.059 -1.262
C 0.719 -1.365 -1.236
C 0.249 -2.178 -2.283
C -0.365 -1.594 -3.351
C -0.504 -0.187 -3.398
H -5.803 -3.683 0.720
H -4.424 -4.275 -0.235
H -6.025 -4.084 -0.998
H -4.577 0.053 -1.281
H -3.470 0.767 -3.368
H -3.263 -3.309 -4.629
H -4.278 -4.039 -2.507
H -1.421 2.412 -5.357
H -0.356 3.706 -3.521
H 1.170 -1.818 -0.363
H 0.380 -3.250 -2.225
H -0.728 -2.197 -4.172
C -1.805 -2.722 1.694
C -1.153 -1.367 1.568
O 0.230 -1.502 1.953
P 1.294 -0.291 2.035
O 2.547 -1.147 2.590
C 3.178 -2.133 1.750
C 2.645 -3.517 2.042
O 0.911 0.508 3.366
C 0.680 -0.161 4.624
C -0.477 0.521 5.315
H -2.855 -2.643 1.411
H -1.742 -3.096 2.717
H -1.323 -3.441 1.029
H -1.627 -0.626 2.214
H -1.209 -0.993 0.548
H 4.244 -2.069 1.960
H 3.049 -1.868 0.696
H 2.780 -3.764 3.096
H 3.189 -4.250 1.444
H 1.583 -3.589 1.808
H 1.598 -0.094 5.208
H 0.469 -1.215 4.442
H -0.259 1.576 5.485
H -0.668 0.048 6.280
H -1.381 0.452 4.709

[2]
54
Properties=species:S:1:pos:R:3 method="wB97M-V/def2-TZVPD" homo_energy_ev=-8.17 total_energy_ha=-2113.7072 total_charge=0 smiles="CCOc1ccc(S(=O)(=O)N(CC(=O)N/N=C/c2cccs2)c2ccc(C)cc2)cc1" largest_force_ev_per_a=1.1 de_lowest_kcal_mol=54.9
C -7.543 -1.238 1.178
C -6.386 -0.834 0.278
O -5.626 0.143 0.969
C -4.533 0.672 0.385
C -4.063 0.336 -0.885
C -2.922 0.942 -1.381
C -2.255 1.879 -0.619
S -0.709 2.556 -1.187
O -0.582 2.375 -2.601
O -0.512 3.875 -0.663
N 0.427 1.562 -0.401
C 0.945 2.082 0.841
C 2.364 1.583 1.124
O 2.748 1.337 2.247
N 3.106 1.485 -0.009
N 4.382 1.082 -0.193
C 5.150 0.727 0.765
C 6.488 0.322 0.470
C 7.451 -0.085 1.359
C 8.669 -0.411 0.738
C 8.622 -0.250 -0.613
S 7.092 0.303 -1.159
C 0.229 0.172 -0.523
C 0.026 -0.370 -1.791
C -0.182 -1.725 -1.948
C -0.179 -2.587 -0.858
C -0.379 -4.061 -1.038
C 0.049 -2.044 0.398
C 0.249 -0.686 0.572
C -2.710 2.228 0.641
C -3.846 1.632 1.140
H -8.150 -1.991 0.684
H -7.162 -1.643 2.112
H -8.159 -0.372 1.402
H -5.757 -1.706 0.051
H -6.765 -0.416 -0.664
H -4.575 -0.393 -1.492
H -2.548 0.702 -2.362
H 0.315 1.846 1.708
H 0.974 3.169 0.731
H 2.644 1.710 -0.883
H 4.860 0.708 1.813
H 7.282 -0.144 2.420
H 9.541 -0.749 1.269
H 9.405 -0.424 -1.325
H 0.033 0.285 -2.646
H -0.339 -2.122 -2.941
H -1.024 -4.264 -1.890
H 0.580 -4.547 -1.220
H -0.817 -4.505 -0.148
H 0.070 -2.691 1.263
H 0.431 -0.314 1.567
H -2.174 2.977 1.203
H -4.231 1.885 2.115

[3]
60
Properties=species:S:1:pos:R:3 method="wB97M-V/def2-TZVPD" homo_energy_ev=-4.44 total_energy_ha=-2073.8349 total_charge=-1 largest_force_ev_per_a=0.4 de_lowest_kcal_mol=59.9
Ba -0.530 0.503 -1.276
N -3.666 1.446 2.742
C -2.825 0.852 1.821
S -3.384 0.830 0.185
N -1.753 0.334 2.363
N -0.779 -0.137 1.526
C -0.046 -1.085 1.977
C -0.296 -1.849 3.237
C -0.330 -3.240 3.161
C -0.546 -4.005 4.296
C -0.707 -3.389 5.530
C -0.661 -2.004 5.615
C -0.467 -1.236 4.474
C 1.185 -1.497 1.232
C 2.318 -1.667 1.943
C 3.619 -2.151 1.527
C 3.933 -2.699 0.350
C 2.966 -2.827 -0.783
N 1.055 -1.565 -0.167
H -4.344 2.072 2.344
H -3.225 1.730 3.602
H -0.186 -3.715 2.196
H -0.582 -5.085 4.218
H -0.868 -3.984 6.420
H -0.786 -1.516 6.574
H -0.457 -0.158 4.533
H 2.235 -1.418 2.995
H 4.404 -2.064 2.271
H 4.962 -2.992 0.170
H 3.542 -2.968 -1.704
C 2.626 -5.335 -0.735
C 1.972 -3.982 -0.722
N 2.167 -1.617 -1.018
O 2.878 -0.420 -0.999
C 0.651 -3.771 -0.783
C -0.398 -4.807 -1.047
N 0.063 -2.493 -0.569
O -0.650 -2.021 -1.663
H 3.450 -5.361 -0.017
H 3.047 -5.568 -1.719
H 1.936 -6.133 -0.469
H 3.125 -0.192 -0.081
H -0.018 -5.821 -0.937
H -0.772 -4.676 -2.063
H -1.243 -4.656 -0.374
O 3.335 2.115 0.766
C 2.470 2.795 0.249
N 1.408 2.347 -0.498
C 0.673 3.392 -0.926
O -0.337 3.311 -1.636
C 1.278 4.681 -0.414
C 0.907 6.000 -0.554
C 1.709 6.961 0.063
C 2.837 6.591 0.788
C 3.199 5.249 0.919
C 2.398 4.312 0.307
H 0.025 6.272 -1.120
H 1.451 8.010 -0.019
H 3.440 7.358 1.259
H 4.072 4.949 1.484